No. 1
A cluster of 6 separate species, C73H164NO4P5 in total, computed with wB97M-V/def2-TZVPD.

```
247
C73H164NO4P5 (wB97M-V/def2-TZVPD)
H -4.152 7.025 0.480
C 0.740 0.626 -5.970
C 3.603 0.496 -7.838
H 1.153 -2.370 2.880
H -1.789 -4.993 3.085
H -0.404 -3.441 -5.279
H 3.126 3.886 -0.439
H -4.610 6.271 -1.018
H 6.292 -1.227 3.660
O 0.186 0.452 -0.849
C 2.129 -5.283 1.839
H 1.009 2.310 -2.576
C -2.150 -2.841 0.135
C 5.094 5.083 1.053
H -2.852 -0.255 -4.587
C 5.193 0.852 3.595
H -0.239 -6.463 1.426
C -4.147 -0.766 1.853
H -0.463 -2.523 5.361
C -0.140 -6.378 2.509
H -7.565 -0.022 4.156
H -0.368 -4.139 2.500
C -0.021 2.462 4.197
C 3.551 -4.235 5.449
H 1.869 -0.952 1.202
H -2.525 5.776 -2.014
H 0.257 -0.659 1.128
H -2.020 2.480 -4.269
H -2.069 4.652 -5.945
C -0.570 6.966 2.574
H 1.861 0.876 -2.645
H 5.048 1.698 4.268
C 2.688 2.319 -4.039
O -1.613 1.707 -2.124
H 1.560 -1.027 3.917
H 2.064 1.913 -0.420
H 1.549 -1.460 -5.872
H 4.037 -2.872 1.429
H 5.736 -5.337 3.250
H 4.165 -4.641 6.254
H 4.601 -4.156 -1.286
C 3.138 -1.453 -2.024
C -1.249 3.151 4.713
C -1.110 2.395 -4.863
H 2.845 -2.173 -2.788
C -1.692 5.946 0.569
H -4.014 -1.764 2.272
H 6.258 -8.045 -1.020
H -0.821 2.083 2.244
C -5.737 -2.427 -1.879
H -5.872 5.961 1.572
O -1.956 1.130 0.362
H 2.437 -2.857 6.984
C 6.070 -6.777 0.728
C -2.551 2.455 4.247
H -0.369 6.766 3.627
C -5.812 -3.890 -2.184
C 4.363 -3.955 4.206
C 8.136 -8.076 -0.061
C -5.426 -2.173 -0.378
H -2.044 -0.867 -0.711
C -6.715 -0.576 4.553
C -1.784 6.216 2.121
H 8.650 -7.435 -0.778
C 4.430 -3.702 0.840
H -5.695 2.959 -0.718
H 3.465 -0.577 -2.583
H -1.671 -0.522 -5.747
H -6.084 4.905 0.193
H -0.596 -7.252 2.974
C 0.121 2.430 2.669
H -1.135 -2.890 -6.844
H -4.475 0.444 -2.018
C -2.753 -1.696 -0.664
H -0.045 -2.126 -1.650
C 0.915 -1.328 3.091
N -2.942 5.211 0.004
H 0.380 6.695 2.112
C -1.580 4.907 -5.004
H -2.299 4.945 -4.186
H -1.747 7.051 -4.955
H 4.455 5.735 1.649
H -0.466 -4.914 4.086
H 2.320 -1.191 -1.353
C 2.507 -0.499 -7.514
C 1.447 -6.419 2.736
H -6.705 -2.021 -2.170
H 4.022 -6.711 -0.156
C 1.095 -0.467 1.799
H 4.718 3.432 2.216
C -6.431 2.359 -1.255
C -6.317 0.948 -0.780
H -6.611 0.837 0.264
C 3.151 3.465 0.567
P 3.959 -5.276 1.647
C 4.185 -2.055 -1.101
C 1.903 -0.443 -6.043
H -1.067 -0.431 -2.840
H -8.590 2.317 -1.324
H -1.387 2.227 -5.904
C 4.656 -5.296 3.392
H -1.443 8.872 3.235
H 2.753 -4.973 5.357
H -0.334 6.454 -4.234
H -5.160 -3.065 0.191
H -0.868 -4.591 -0.109
H -4.224 4.558 2.691
H 3.780 2.928 -2.304
H 5.634 1.320 2.714
H -0.123 3.872 -3.754
H -2.845 -3.435 0.729
H -2.803 2.339 3.192
C -2.301 -2.377 -5.043
H 4.245 -1.363 -0.261
C -6.225 -4.214 -3.621
H -1.735 -1.344 5.301
H 4.485 -6.160 4.034
C -2.610 4.854 -1.439
H -4.652 -0.871 4.366
H -2.550 1.445 4.657
H -4.968 -2.052 -2.555
C -5.339 5.315 0.874
H -0.629 6.633 -6.088
P 0.024 1.034 -4.296
H 6.528 -5.939 0.203
P -4.167 -0.895 0.003
C -4.279 6.056 -0.002
H -1.687 4.273 -1.452
C 2.763 1.401 3.258
H -1.179 8.497 1.446
H 4.074 -7.641 1.318
H -6.220 -0.661 2.185
H 5.178 -2.048 -1.550
H -5.016 3.341 1.812
H 3.482 1.407 0.369
H 2.411 4.045 1.120
C 4.049 2.465 -3.254
H 7.211 0.008 4.167
C -7.818 3.026 -1.025
H 1.744 -5.313 0.819
H 4.708 4.076 -4.501
H -4.129 1.418 -0.687
C 6.157 -0.270 4.166
H 3.004 -1.466 -7.593
H -1.755 5.274 2.670
H -7.906 4.022 -1.458
H 3.797 -3.274 3.570
H 5.908 -0.487 5.205
H -1.475 6.825 -0.038
H -5.187 0.803 4.529
H 0.802 -3.682 -1.574
H -8.083 3.001 0.033
H 5.899 3.330 -3.391
H -7.203 -3.812 -3.885
H 1.903 -4.264 2.155
H 5.562 2.404 -4.810
C -1.323 -3.234 -5.827
H -4.831 -4.312 -1.963
H -0.009 -1.417 -3.904
C -0.701 -5.033 3.027
H -7.005 0.333 -1.361
H -1.726 -4.131 -1.493
H 2.928 1.643 -4.860
H -3.408 2.931 4.725
C -1.984 -0.888 -4.767
H 6.441 -6.782 1.753
H -2.487 -2.974 -4.150
H 2.361 3.264 -4.473
H -1.766 -4.227 -5.913
H -0.848 -0.140 3.473
H -0.259 1.458 4.554
H 2.225 1.317 4.202
H 3.768 -2.086 6.213
H 6.117 5.092 1.429
H 3.124 2.423 3.138
C -4.760 0.577 -0.974
H 3.560 -0.363 4.128
H -2.995 -1.887 -1.710
H 6.259 -8.898 0.569
H 3.893 0.249 -8.860
H -5.407 -3.772 -4.192
H 5.310 -3.520 4.525
H -6.081 -5.284 -3.769
H -1.120 4.173 4.353
H 1.685 -0.436 -8.228
H -1.691 -2.345 0.992
H 1.574 -6.321 3.814
H -3.278 4.077 -1.808
H -6.877 -1.639 4.370
C -0.505 -1.158 3.663
C -0.806 8.431 2.469
H -2.768 6.663 2.261
H -6.505 -4.382 -1.501
H -2.463 3.465 1.193
C 6.624 -8.038 0.007
H 5.282 3.061 0.656
O -0.159 2.912 -0.243
C 4.543 3.679 1.168
C 3.926 -3.546 -0.686
C 0.122 -3.015 -1.042
H 0.856 2.751 4.776
H 8.537 -9.050 -0.344
H 1.110 1.574 -6.364
P 1.468 1.380 1.946
H 8.532 -7.866 0.933
H 3.908 -0.296 2.396
C 3.803 0.304 3.301
H -1.305 3.171 5.801
C -0.531 3.833 -4.764
H 4.385 1.503 -2.865
H -3.692 3.219 0.040
H -1.165 -1.802 3.081
H 5.511 -3.574 0.900
H 3.361 1.559 -7.836
H -0.905 5.215 0.379
H 0.728 -2.683 -0.198
H -5.550 0.985 2.175
H 4.417 0.406 -7.119
H 0.102 9.034 2.457
C -0.665 -1.477 5.134
C -4.499 4.291 1.670
C 5.125 3.139 -4.135
C -0.968 6.302 -5.107
H -3.258 -0.167 2.057
C -3.351 3.943 0.779
H -0.043 0.473 -6.712
C -0.737 -0.607 -3.864
C 4.507 -6.774 0.820
C -1.148 -3.701 -0.674
H 2.841 -0.355 -5.495
H 0.303 3.877 -5.465
C -5.384 -0.140 4.020
H 2.885 -3.853 -0.778
C 1.481 1.653 -3.309
H -3.191 -2.483 -5.664
H -6.077 2.352 -2.286
C 3.020 -2.865 6.063
C 2.596 2.026 0.525
H -6.493 -0.606 5.620
H -0.238 -0.769 5.845
H 5.032 5.361 0.001
H 2.410 -2.394 5.292
H -6.397 -1.992 0.085
P -0.905 1.595 -0.717
C -5.374 -0.044 2.489
H 0.352 3.445 2.344
H 1.749 -7.410 2.398
```

Values from the calculation:
ΔE to the lowest compared entry with this formula, charge and spin in eV: 0.000
Energy in eV: -134473.9062
LUMO in eV: -3.05
Total charge: +2
HOMO level in eV: -10.06


No. 2
An isolated molecule of C4H8O2, computed with wB97M-V/def2-TZVPD.

```
14
C4H8O2 (wB97M-V/def2-TZVPD)
O 0.114 1.827 0.516
H -0.876 -0.634 -1.370
C -0.028 0.474 0.218
H 0.245 -0.293 2.354
H -0.569 2.108 -0.088
C -1.067 0.314 -0.888
H -2.097 0.336 -0.506
C 1.129 -0.484 0.307
H -1.054 1.080 -1.697
H 1.608 -1.170 -1.413
C 0.022 -0.555 1.318
O 1.167 -1.521 -0.630
H 2.105 -0.135 0.661
H -0.706 -1.344 1.183
```

Values from the calculation:
SMILES string: C[C@@]1(O)C[C@H]1O
ΔE to the lowest compared entry with this formula, charge and spin in eV: 2.250
Energy in eV: -8371.0321
LUMO in eV: 0.83
HOMO level in eV: -9.04